Computed, not measured: a 2-piece molecular cluster, C5H12NO2 overall at a distorted geometry, with ωB97M-V/def2-TZVPD.

## Properties
frontier orbital gap	5.094	eV
E_HOMO	-1.64	eV
energy above the lowest of the compared OMol25 structures with the same formula, charge and spin	89.5	kcal per mole
E	-10963.10848	eV
net charge	-1

Last column: Mulliken charge in e.
CARTESIAN COORDINATES (ANGSTROEM)
C1 -0.255 -2.512 0.743  -0.431
O1 0.232 -3.207 1.912  -0.541
C2 0.754 -1.396 0.432  -0.699
C3 0.448 -0.545 -0.827  -0.301
C4 -0.554 0.555 -0.372  -0.747
C5 -0.996 1.673 -1.050  0.186
N1 -2.072 2.405 -0.839  -0.945
H1 -0.430 -3.321 0.043  0.313
H2 -1.273 -2.108 0.936  0.275
H3 0.933 -0.781 1.306  0.410
H4 1.663 -1.968 0.118  0.227
H5 -0.002 -1.028 -1.675  0.304
H6 1.388 -0.070 -1.049  0.188
H7 -0.886 0.411 0.668  0.133
H8 -0.373 2.135 -1.842  0.231
H9 -2.674 2.175 -0.056  0.143
H10 1.964 2.402 -1.080  0.303
H11 1.365 2.450 0.236  0.334
H12 0.289 -2.565 2.621  0.305
O2 1.783 3.055 -0.398  -0.689